DFT (the ωB97M-V functional and the def2-TZVPD basis) results for a 2-piece molecular cluster, C5H13N3O2 overall.

CARTESIAN COORDINATES (ANGSTROEM)
C 1.0186 1.8858 -0.7660
C 0.6907 2.6347 0.6216
C 2.1827 2.6393 -1.5805
O 2.7082 3.6449 -1.1859
O 2.2309 2.0629 -2.6447
H 1.4287 0.8182 -0.7128
H 0.1155 1.8095 -1.3574
H 0.3779 3.6666 0.3999
H 1.4918 2.3958 1.2578
H -0.1807 2.0816 1.1367
C -2.3602 -2.7029 1.2921
C -0.3644 -1.4291 0.0413
N -1.6978 -1.9204 0.1408
N 0.4849 -1.6701 1.0775
N -0.0551 -0.7937 -1.0846
H -2.2855 -1.8464 -0.6395
H 0.3264 -2.6886 1.2988
H 1.5350 -1.6072 0.9565
H -0.8416 -0.4549 -1.7001
H 0.8292 -0.1334 -1.3794
H -3.3756 -2.1930 1.3384
H -1.7455 -2.3440 2.2351
H -2.5139 -3.8554 1.2544

Cartesian forces (eV/Å) of the 2 atoms listed first:
C 0.9 1.2 2.1
C -2.4 -3.0 -1.6

The total charge is 0. Its LUMO energy is -0.0256 Eh. The calculation puts the HOMO-LUMO gap at 0.223 hartree.

DFT (the ωB97M-V functional and the def2-TZVPD basis) results for a 2-piece molecular cluster, C5H13N3O2 overall.

CARTESIAN COORDINATES (ANGSTROEM)
C -2.7681 1.0202 -0.4922
C 1.6463 -1.6942 0.7270
C 1.3548 1.7802 0.4162
C 1.2841 -1.1161 -0.6385
C 0.4146 1.2529 -0.6620
N -4.4431 -0.5550 0.2694
N -1.0481 -0.5425 -0.4955
N 0.1827 -0.1684 -0.5599
O -1.2995 -1.7474 -0.4445
O -3.4212 0.5755 0.4461
H -2.9734 0.6472 -1.5067
H 2.4154 -2.4526 0.6077
H 2.0188 -0.9225 1.3956
H 0.7715 -2.1594 1.1738
H 0.9928 1.5078 1.4036
H 2.3651 1.3947 0.2869
H 1.3945 2.8628 0.3513
H 2.1365 -0.6115 -1.0930
H 0.9510 -1.9328 -1.2895
H -0.5774 1.7108 -0.5727
H 0.8282 1.4750 -1.6520
H -4.7070 -0.8158 1.2161
H -3.9081 -1.3178 -0.1396

Cartesian forces (eV/Å) of the 2 atoms listed first:
C 1.1 1.6 -1.4
C -0.1 0.1 -0.1

The total charge is 0. Its LUMO energy is 0.0297 Eh. The calculation puts the HOMO-LUMO gap at 0.312 hartree.

DFT (the ωB97M-V functional and the def2-TZVPD basis) results for one molecule with the formula C5H13N3O2.

CARTESIAN COORDINATES (ANGSTROEM)
C 0.9005 -1.2278 1.9165
C -0.4707 1.8859 -0.1523
C -1.5017 -0.1070 -0.5913
C 0.9775 -1.4172 0.3864
C 0.7832 -0.0902 -0.5237
N 0.7312 -0.2326 -1.9396
N -0.3742 0.4248 0.0596
N 2.2220 -2.1153 0.0064
O 2.2486 -2.5300 -1.1342
O 3.1575 -2.0765 0.7832
H 0.0048 -0.7093 2.1445
H 1.8457 -0.7428 2.1460
H 0.9313 -2.1704 2.3433
H 0.6129 2.2364 -0.1743
H -1.1234 1.9385 -1.0288
H -0.9686 2.1672 0.7768
H -1.4555 -0.0912 -1.6824
H -1.6621 -1.1214 -0.3594
H -2.3578 0.5087 -0.2762
H 0.1130 -2.0164 0.0359
H 1.6539 0.6598 -0.2463
H 1.4858 -0.7750 -2.2281
H 1.0411 0.6400 -2.3506

Cartesian forces (eV/Å) of the 2 atoms listed first:
C 1.5 1.0 -2.5
C 1.1 -1.1 1.3

The total charge is 0. Its LUMO energy (alpha / beta) is 0.0310 / -0.1377 Eh. The spin multiplicity is 3. The calculation puts the HOMO-LUMO gap (alpha / beta) at 0.286 / 0.200 hartree.

DFT (the ωB97M-V functional and the def2-TZVPD basis) results for a 2-piece molecular cluster, C5H13N4 overall.

CARTESIAN COORDINATES (ANGSTROEM)
C 2.6664 -1.2602 0.6061
C -1.8442 0.1757 -0.1247
C -3.0337 0.1746 0.6829
C -1.9303 0.8940 -1.4406
C 2.4195 1.1243 0.3650
N 3.1889 -2.2120 1.0337
N -0.8139 -0.4409 0.2251
N 2.1044 -0.3236 -0.0151
N 1.3540 -0.6107 -1.2075
H -3.9034 -0.2745 0.2634
H -3.2620 1.2386 1.0030
H -2.7984 -0.3713 1.7392
H -2.9578 0.6968 -1.6503
H -1.3811 0.3839 -2.2168
H -1.7121 2.0085 -1.3257
H 3.2524 1.2345 1.1985
H 2.8415 1.4890 -0.6140
H 1.4847 1.6721 0.6828
H 3.3028 -2.6303 1.9234
H -0.9416 -0.9017 1.1310
H 0.3617 -0.5320 -0.7292
H 1.6023 -1.5347 -1.5303

Cartesian forces (eV/Å) of the 2 atoms listed first:
C -1.0 0.3 -0.2
C 0.1 0.4 -1.2

The total charge is +1. Its LUMO energy is -0.1362 Eh. The calculation puts the HOMO-LUMO gap at 0.351 hartree.

DFT (the ωB97M-V functional and the def2-TZVPD basis) results for a 2-piece molecular cluster, C5H13N4O overall.

CARTESIAN COORDINATES (ANGSTROEM)
C 1.8664 -1.4020 -0.7477
C -0.0402 1.0466 1.9890
C -2.5467 1.2415 1.7168
C -1.3299 0.3284 1.6227
C 1.3656 -0.0687 -2.6356
N 2.5649 -3.4586 0.1545
N 2.2215 -2.5014 -0.4843
N 0.6169 0.8490 -3.2211
N 1.0791 -0.5665 -1.4534
O -1.1789 -0.1617 0.2831
H -1.9815 -0.6458 0.0577
H 0.0928 1.9266 1.3636
H -0.0809 1.3592 3.0272
H 0.8116 0.3823 1.8588
H -3.4210 0.7619 1.2817
H -2.3672 2.1740 1.1891
H -2.7659 1.4656 2.7542
H -1.4661 -0.5369 2.2857
H 2.2586 -0.4153 -3.1419
H 3.3958 -3.9687 -0.1113
H -0.2127 1.2026 -2.7654
H 0.8735 1.2385 -4.1138
H 0.2445 -0.2506 -0.9096

Cartesian forces (eV/Å) of the 2 atoms listed first:
C 1.4 -0.7 0.7
C -0.3 -0.3 -0.2

The total charge is +1. Its LUMO energy (alpha / beta) is -0.1408 / -0.1408 Eh. The calculation puts the HOMO-LUMO gap (alpha / beta) at 0.302 / 0.302 hartree.

DFT (the ωB97M-V functional and the def2-TZVPD basis) results for a 2-piece molecular cluster, C5H13N5O overall.

CARTESIAN COORDINATES (ANGSTROEM)
C -0.5000 -2.6241 3.4293
C 0.4698 -2.3650 2.5672
C 0.3649 -1.2993 1.4875
C 0.4722 -1.8440 0.0809
N 1.6271 -1.8268 -0.4655
O 1.7747 -2.6863 -1.6050
H -0.4400 -3.3889 4.1959
H -1.4487 -2.0867 3.3566
H 1.4029 -2.8991 2.5716
H 1.1652 -0.5324 1.6463
H -0.6225 -0.8080 1.5874
H -0.4210 -2.2697 -0.3882
H 1.3325 -2.3268 -2.4360
N 0.1938 1.9263 0.5886
N -0.1431 2.5659 -0.6052
C -0.4546 1.8448 -1.6051
N -0.9738 2.3018 -2.8395
N -0.7481 3.7098 -3.0615
H 0.6777 1.0426 0.4117
H 0.8743 2.5126 1.0499
H -0.4020 0.7458 -1.5996
H -1.9639 2.0504 -2.8903
H -1.6268 4.1182 -3.3501
H -0.6104 4.1389 -2.1270

Cartesian forces (eV/Å) of the 2 atoms listed first:
C -0.4 0.0 -0.2
C -0.1 0.3 -0.6

The total charge is 0. Its LUMO energy is 0.0263 Eh. The calculation puts the HOMO-LUMO gap at 0.331 hartree. The SMILES is C=CC/C=N/O.N/N=C/NN.

DFT (the ωB97M-V functional and the def2-TZVPD basis) results for a 2-piece molecular cluster, C5H13N5S overall.

CARTESIAN COORDINATES (ANGSTROEM)
C -2.1916 2.8359 2.3640
C -1.1881 -0.9572 -2.0793
C 2.3767 0.0316 -0.4602
C 1.4664 -1.7006 0.8874
C -1.7043 -0.0679 -0.9610
N -0.3596 1.5059 1.8319
N 0.2448 0.7533 1.1405
N -1.6401 2.0782 1.5306
N -0.0045 0.0101 0.1908
N 1.1526 -0.7969 -0.2877
S -2.6809 3.9353 3.2745
H -1.3539 -2.0183 -1.9561
H -1.6932 -0.5721 -3.0432
H -0.1762 -1.0155 -2.3245
H 2.2342 0.5049 -1.3843
H 2.7766 0.6054 0.3671
H 3.1626 -0.5880 -0.7254
H 2.4185 -1.9658 0.7107
H 1.4725 -1.2694 1.8873
H 0.7904 -2.4440 0.9956
H -2.2156 -0.4917 -0.2298
H -1.6054 0.9581 -1.2359
H -1.9399 2.0015 0.4920
H 0.6580 -1.3330 -0.9850

Cartesian forces (eV/Å) of the 2 atoms listed first:
C -0.4 1.8 0.6
C -3.2 0.3 -1.0

The total charge is +2. Its LUMO energy is -0.3143 Eh. The calculation puts the HOMO-LUMO gap at 0.300 hartree.

DFT (the ωB97M-V functional and the def2-TZVPD basis) results for a 2-piece molecular cluster, C5H13NO overall.

CARTESIAN COORDINATES (ANGSTROEM)
C 1.6134 1.4132 0.7094
C 1.4137 0.0747 0.7523
C 1.0706 -0.4732 2.1784
C 1.4642 -0.8675 -0.4180
C 0.0853 -1.5693 -0.5952
N -1.0479 -0.8063 -1.2197
H 1.1427 1.8766 1.5440
H 1.9643 1.8896 -0.2104
H 1.9906 -0.5306 2.8269
H 0.3336 0.2767 2.5654
H 0.6568 -1.5194 2.0713
H 1.7306 -0.4134 -1.3426
H 2.3328 -1.6253 -0.2853
H -0.0509 -1.9138 0.4079
H 0.5174 -2.4870 -1.0958
H -0.6101 -0.3282 -2.0358
H -1.3346 -0.0801 -0.5352
O -4.6015 2.0693 -1.8974
H -4.7129 2.9755 -2.1744
H -3.9579 2.0385 -1.2457

Cartesian forces (eV/Å) of the 2 atoms listed first:
C -0.7 -2.2 -1.2
C 0.7 1.0 0.9

The total charge is 0. Its LUMO energy is 0.0253 Eh. The calculation puts the HOMO-LUMO gap at 0.362 hartree. The SMILES is C=C(C)CCN.O.

DFT (the ωB97M-V functional and the def2-TZVPD basis) results for a 2-piece molecular cluster, C5H13NO overall.

CARTESIAN COORDINATES (ANGSTROEM)
C 0.0362 1.1285 2.6319
N 0.8650 2.0618 2.7998
C 1.2163 2.8302 1.6159
H -0.1744 0.4560 3.4582
H -0.4729 0.9438 1.6868
H 0.8897 3.8614 1.7468
H 0.8157 2.4270 0.6826
H 2.3026 2.8480 1.5456
C -0.3599 0.1516 -0.9605
C -0.2267 -1.0775 -1.8601
C -0.6681 -2.3552 -1.1802
O -0.6267 -3.4111 -2.1433
H 0.2958 0.0573 -0.0986
H -0.0682 1.0387 -1.5221
H -1.3945 0.2888 -0.6413
H 0.8001 -1.1970 -2.2125
H -0.8502 -0.9703 -2.7507
H -1.7047 -2.2594 -0.8296
H -0.0461 -2.5913 -0.3154
H -0.6290 -4.2313 -1.6534

Cartesian forces (eV/Å) of the 2 atoms listed first:
C 0.1 0.0 0.3
N 0.1 -0.2 -0.3

The total charge is 0. Its LUMO energy is 0.0324 Eh. The calculation puts the HOMO-LUMO gap at 0.393 hartree. The SMILES is C=NC.CCCO.

DFT (the ωB97M-V functional and the def2-TZVPD basis) results for one molecule with the formula C5H13NO.

CARTESIAN COORDINATES (ANGSTROEM)
C -1.6090 -0.5847 -1.6848
C -0.5772 0.2334 -0.9334
C -1.0349 1.6794 -0.7824
C -0.2451 -0.3143 0.4862
N 1.0984 -0.0969 0.9253
C 1.9008 -1.0361 1.6538
O 3.0130 -0.4027 2.2722
H -1.5761 -0.2724 -2.7343
H -1.5595 -1.6672 -1.7521
H -2.5960 -0.3210 -1.2922
H 0.4224 0.1301 -1.3864
H -1.1848 2.0752 -1.7986
H -2.0510 1.6371 -0.3812
H -0.3396 2.3459 -0.2772
H -0.4353 -1.3996 0.4669
H -1.0399 0.1178 1.1289
H 1.5323 0.6099 0.3507
H 1.2552 -1.5114 2.3961
H 2.3600 -1.7042 0.9113
H 2.6663 0.4820 2.4313

Cartesian forces (eV/Å) of the 2 atoms listed first:
C -0.5 0.7 -0.7
C 1.8 -0.8 1.4

The total charge is 0. Its LUMO energy is 0.0390 Eh. The calculation puts the HOMO-LUMO gap at 0.352 hartree. The SMILES is CC(C)CNCO.

DFT (the ωB97M-V functional and the def2-TZVPD basis) results for one molecule with the formula C5H13NO.

CARTESIAN COORDINATES (ANGSTROEM)
C -1.4702 -1.1431 -0.0399
C 0.0411 -0.8753 -0.3886
C 0.4288 -0.7878 -1.8639
C 0.6322 0.2802 0.4887
N 0.6886 -0.2651 1.8714
C -0.2615 1.5087 0.4451
O 0.4967 2.7112 0.4965
H -1.4715 -1.4698 0.9860
H -1.9157 -1.8051 -0.7769
H -1.9975 -0.1847 0.0307
H 0.4927 -1.8279 -0.0589
H 1.4580 -0.4328 -1.9174
H -0.0720 -0.0245 -2.4423
H 0.4867 -1.7852 -2.3077
H 1.6896 0.4133 0.2493
H 1.5741 -0.5020 2.2808
H 0.1209 0.2753 2.5034
H -0.8620 1.5005 -0.4515
H -1.0233 1.6330 1.2367
H 0.9643 2.7812 -0.3414

Cartesian forces (eV/Å) of the 2 atoms listed first:
C 1.3 1.6 -0.3
C -0.3 -0.8 0.3

The total charge is 0. Its LUMO energy is 0.0323 Eh. The calculation puts the HOMO-LUMO gap at 0.357 hartree. The SMILES is CC(C)[C@H](N)CO.

DFT (the ωB97M-V functional and the def2-TZVPD basis) results for a 2-piece molecular cluster, C5H13NO overall.

CARTESIAN COORDINATES (ANGSTROEM)
C -1.6050 0.3556 -0.4525
C -0.3286 -0.4957 -0.5186
C -0.4508 -1.7531 0.3716
C 0.6028 -1.6457 1.5065
C 1.0458 -0.1686 1.4424
N 0.7820 0.2542 0.0895
H -2.1314 0.0993 0.4660
H -2.2448 0.0600 -1.2849
H -1.3929 1.4208 -0.4483
H -0.1600 -0.7924 -1.5537
H -1.3930 -1.8810 0.8920
H -0.4139 -2.6783 -0.2285
H 0.0988 -1.9049 2.4328
H 1.4210 -2.3141 1.2655
H 2.0965 -0.1590 1.7470
H 0.5830 0.5194 2.1634
H 1.6137 0.3224 -0.4751
O 0.1773 2.8300 -2.0599
H -0.7773 2.8066 -2.0102
H 0.5164 2.3141 -1.3139

Cartesian forces (eV/Å) of the 2 atoms listed first:
C -0.2 -0.8 0.0
C -0.2 0.2 1.2

The total charge is 0. Its LUMO energy is 0.0355 Eh. The calculation puts the HOMO-LUMO gap at 0.363 hartree. The SMILES is C[C@@H]1CCCN1.O.

Per-record energy relative to the best compared isomer or geometry (same formula, charge and spin), kcal per mole: 105.47; 173.64; 68.08; 87.43; 79.96; 43.15; 190.06; 58.62; 42.67; 35.72; 34.46; 24.32